a) The following is a quantum chemistry calculation of C3H3NO2S in the gas phase, from the Open Molecules 2025 dataset.

Structure (ORCA input):
```
! wB97M-V def2-TZVPD RIJCOSX def2/J DEFGRID3
* xyz 0 1
C 0.083 -1.289 0.235
C 2.062 -0.055 -0.451
C -1.685 0.819 0.289
N 1.066 -0.530 0.106
O 2.829 0.918 -0.157
O -2.787 1.320 -0.170
S -1.554 -0.880 -0.179
H 0.362 -2.454 0.333
H 2.962 1.412 0.766
H -3.338 0.741 -0.772
*
```

Results of the natural (NBO) charge analysis, in e, for atoms 1 through 8:
1. C -0.1470
2. C 0.4177
3. C 0.0919
4. N -0.4113
5. O -0.6649
6. O -0.6433
7. S 0.1998
8. H 0.2109

=====

b) The following is a quantum chemistry calculation of C3H3NO2S in the gas phase, from the Open Molecules 2025 dataset.

Values from the calculation:
* SMILES: O=C1ON=C[C@@H]1S

Structure (ORCA input):
```
! wB97M-V def2-TZVPD RIJCOSX def2/J DEFGRID3
* xyz 0 1
C -0.690 -0.135 -0.450
C -0.113 -0.678 0.909
C -0.013 1.230 -0.210
H 1.265 -0.786 -1.037
H -1.724 -0.104 -0.475
H -0.626 -1.478 1.411
N 0.816 -0.063 1.535
O 1.038 1.136 0.767
O -0.054 2.201 -0.888
S 0.100 -1.323 -1.562
*
```

Results of the natural (NBO) charge analysis, in e, for atoms 1 through 8:
1. C -0.5070
2. C 0.0322
3. C 0.7483
4. H 0.1483
5. H 0.2593
6. H 0.2143
7. N -0.0890
8. O -0.3828

=====

c) The following is a quantum chemistry calculation of C3H3NO2S in the gas phase, from the Open Molecules 2025 dataset.

Values from the calculation:
* SMILES: O=C1CSC(=O)N1

Structure (ORCA input):
```
! wB97M-V def2-TZVPD RIJCOSX def2/J DEFGRID3
* xyz 0 1
C 0.965 0.579 0.800
C 0.624 -0.888 1.029
C -0.772 0.308 -0.862
H 0.266 -0.960 2.054
H 1.515 -1.447 0.925
H 0.092 2.171 -0.402
N 0.183 1.135 -0.296
O 1.796 1.208 1.375
O -1.628 0.638 -1.581
S -0.588 -1.405 -0.292
*
```

Results of the natural (NBO) charge analysis, in e, for atoms 1 through 8:
1. C 0.7022
2. C -0.6202
3. C 0.5615
4. H 0.2545
5. H 0.2504
6. H 0.4353
7. N -0.6832
8. O -0.5319

=====

It is c) that is most stable; the runner-up trails by 0.1290 hartree.

=====

a) The following is a quantum chemistry calculation of C3H3NO2S in the gas phase, from the Open Molecules 2025 dataset.

Values from the calculation:
* SMILES: O=CC(C=O)=NS

Structure (ORCA input):
```
! wB97M-V def2-TZVPD RIJCOSX def2/J DEFGRID3
* xyz 0 1
C -0.035 -0.353 0.064
C -0.159 1.199 0.111
C -1.333 -0.996 -0.067
H 2.310 0.805 -0.363
H -1.281 1.529 0.519
H -1.363 -2.059 0.125
N 0.985 -1.138 0.136
O 0.753 1.953 -0.125
O -2.443 -0.381 -0.265
S 2.565 -0.561 -0.134
*
```

Results of the natural (NBO) charge analysis, in e, for atoms 1 through 8:
1. C -0.0272
2. C 0.3953
3. C 0.3653
4. H 0.1621
5. H 0.1724
6. H 0.1507
7. N -0.4376
8. O -0.5122

=====

b) The following is a quantum chemistry calculation of C3H3NO2S in the gas phase, from the Open Molecules 2025 dataset.

Values from the calculation:
* SMILES: Oc1ocnc1S

Structure (ORCA input):
```
! wB97M-V def2-TZVPD RIJCOSX def2/J DEFGRID3
* xyz 0 1
C 0.474 0.402 -0.134
C -0.889 -0.402 -1.532
C -0.194 -0.614 0.458
H 1.055 2.427 0.959
H -1.503 -0.653 -2.376
H 0.522 -0.704 2.167
N 0.008 0.528 -1.439
O -1.080 -1.141 -0.393
O -0.165 -1.177 1.684
S 1.771 1.333 0.607
*
```

Results of the natural (NBO) charge analysis, in e, for atoms 1 through 8:
1. C -0.2221
2. C 0.2954
3. C 0.5529
4. H 0.1340
5. H 0.1984
6. H 0.5015
7. N -0.4209
8. O -0.4052

=====

It is b) that is most stable; the runner-up trails by 0.0693 hartree.

=====

a) The following is a quantum chemistry calculation of C6H12N2O2 in the gas phase, from the Open Molecules 2025 dataset.

Values from the calculation:
* SMILES: [H]/N=C(/O)[C@H]1CNCCOC1

Structure (ORCA input):
```
! wB97M-V def2-TZVPD RIJCOSX def2/J DEFGRID3
* xyz 0 1
N -0.255 -3.047 0.192
C -0.650 -2.152 -0.626
C -0.615 -0.650 -0.476
C -0.719 -0.203 0.994
N -0.993 1.211 1.168
C 0.124 2.139 1.085
C 1.241 1.764 0.106
O 0.761 1.291 -1.134
C 0.622 -0.105 -1.215
H -1.506 -0.272 -1.004
H -1.529 -0.780 1.467
H 0.201 -0.454 1.546
H -1.741 1.499 0.549
H -0.289 3.120 0.813
H 0.597 2.260 2.075
H 1.859 2.653 -0.090
H 1.903 1.002 0.552
H 1.529 -0.594 -0.814
H 0.548 -0.353 -2.281
O -0.907 -2.538 -1.882
H -0.035 -2.658 1.106
H -0.148 -3.133 -2.130
*
```

Results of the natural (NBO) charge analysis, in e, for atoms 1 through 8:
1. N -0.6930
2. C 0.5729
3. C -0.3538
4. C -0.2255
5. N -0.6238
6. C -0.2412
7. C -0.0882
8. O -0.5307

=====

b) The following is a quantum chemistry calculation of a molecular structure, C6H12N2O2, from the Open Molecules 2025 dataset.

Structure (ORCA input):
```
! wB97M-V def2-TZVPD RIJCOSX def2/J DEFGRID3
* xyz 0 1
C 0.383 1.212 0.863
C 0.374 -0.011 -0.060
C 0.405 -1.309 0.754
C -0.852 0.010 -1.006
C -2.194 0.175 -0.357
N -2.854 -0.677 0.384
N 1.537 0.036 -0.964
C 2.833 0.114 -0.620
O 3.313 -0.100 0.486
H 1.316 1.246 1.438
H 0.284 2.137 0.280
H -0.446 1.154 1.580
H -0.470 -1.369 1.413
H 0.417 -2.184 0.089
H 1.294 -1.337 1.394
H -0.738 0.851 -1.705
H -0.866 -0.931 -1.574
H 1.357 0.015 -1.960
H 3.463 0.464 -1.463
O -2.623 1.359 0.006
H -2.579 -1.637 0.198
H -3.354 0.783 0.825
*
```

Results of the natural (NBO) charge analysis, in e, for atoms 1 through 8:
1. C -0.6294
2. C 0.1478
3. C -0.6336
4. C -0.4945
5. C 0.6038
6. N -0.7916
7. N -0.6325
8. C 0.5327

=====

It is a) that is most stable; the runner-up trails by 0.0061 hartree.

=====

a) The following is a quantum chemistry calculation of a molecular structure, C25H23O4Zr, from the Open Molecules 2025 dataset.

Structure (ORCA input):
```
! wB97M-V def2-TZVPD RIJCOSX def2/J DEFGRID3
* xyz 1 1
C 0.969 -2.093 1.342
C -0.153 -2.742 0.712
C -0.011 -2.594 -0.695
H -0.927 -3.322 1.211
C 1.189 -1.861 -0.960
C 1.804 -1.565 0.295
H 2.805 -1.171 0.446
H 1.255 -2.162 2.391
H -0.669 -3.033 -1.439
H 1.620 -1.693 -1.947
C -0.313 2.498 -0.422
C -0.027 2.252 0.953
C 1.241 1.565 1.030
H -0.575 2.661 1.797
C 1.685 1.341 -0.318
C 0.728 1.936 -1.201
H 0.870 2.090 -2.268
H -1.137 3.107 -0.818
H 1.841 1.440 1.928
H 2.674 0.988 -0.603
Zr -0.210 -0.207 0.298
O -1.199 -0.207 -1.304
C -1.624 -0.509 -2.639
C -0.574 -0.986 -3.581
H -2.310 -1.368 -2.590
H -2.165 0.364 -3.036
H -0.252 -2.030 -3.443
H 1.458 -1.748 -5.200
C 0.963 -0.814 -5.509
C 0.007 -0.234 -4.593
C -0.396 1.135 -4.867
H -0.984 1.667 -4.099
C -0.091 1.719 -6.096
H -0.401 2.753 -6.295
C 0.618 0.998 -7.079
H 0.777 1.431 -8.068
C 1.183 -0.252 -6.757
H 1.808 -0.773 -7.492
O 0.463 1.583 4.001
C -0.233 0.897 4.965
C -0.030 1.213 6.324
C -0.712 0.497 7.311
C -1.479 -0.627 6.979
C -1.629 -0.959 5.634
C -1.084 -0.180 4.608
C -1.231 -0.819 3.251
O -1.599 -1.995 3.214
O -0.947 -0.106 2.174
H 1.020 2.260 4.436
H 0.698 1.990 6.598
H -0.608 0.795 8.355
H -1.948 -1.266 7.728
H -2.158 -1.863 5.340
*
```

Results of the natural (NBO) charge analysis, in e, for atoms 1 through 8:
1. C -0.3572
2. C -0.2837
3. C -0.3062
4. H 0.2841
5. C -0.3360
6. C -0.3460
7. H 0.2552
8. H 0.2714

=====

b) The following is a quantum chemistry calculation of a molecular structure, C25H23O4Zr, from the Open Molecules 2025 dataset.

Structure (ORCA input):
```
! wB97M-V def2-TZVPD RIJCOSX def2/J DEFGRID3
* xyz 1 1
C 0.595 -2.109 1.355
C -0.728 -2.452 0.900
C -0.829 -2.120 -0.495
H -1.500 -2.940 1.492
C 0.445 -1.590 -0.895
C 1.313 -1.560 0.247
H 2.366 -1.287 0.239
H 1.027 -2.371 2.321
H -1.660 -2.370 -1.151
H 0.739 -1.349 -1.910
C -0.937 2.160 -0.220
C -0.461 2.342 1.120
C 0.882 1.827 1.201
H -0.988 2.867 1.919
C 1.255 1.381 -0.108
C 0.134 1.580 -0.982
H 0.138 1.442 -2.061
H -1.887 2.513 -0.617
H 1.536 1.892 2.068
H 2.252 1.069 -0.412
Zr -0.523 -0.047 0.713
O -0.260 -0.140 -3.294
C -1.432 -0.656 -3.903
C -0.149 -0.904 -4.666
H -1.864 -1.550 -3.434
H -2.107 0.144 -4.238
H 0.360 -1.868 -4.521
H 0.979 -1.890 -6.890
C 0.675 -0.845 -7.028
C 0.091 -0.176 -5.915
C -0.340 1.160 -6.098
H -0.789 1.700 -5.256
C -0.237 1.775 -7.348
H -0.612 2.794 -7.478
C 0.332 1.097 -8.433
H 0.408 1.576 -9.403
C 0.790 -0.218 -8.270
H 1.226 -0.768 -9.110
O 0.105 1.649 4.425
C -0.431 0.862 5.399
C -0.231 1.184 6.759
C -0.840 0.420 7.751
C -1.673 -0.655 7.408
C -1.836 -0.995 6.064
C -1.215 -0.261 5.045
C -1.433 -0.757 3.652
O -2.028 -1.818 3.477
O -0.964 -0.011 2.669
H 0.519 2.422 4.861
H 0.387 2.050 7.013
H -0.678 0.684 8.795
H -2.180 -1.227 8.188
H -2.447 -1.851 5.780
*
```

Results of the natural (NBO) charge analysis, in e, for atoms 1 through 8:
1. C -0.3053
2. C -0.3296
3. C -0.3704
4. H 0.3026
5. C -0.3347
6. C -0.3340
7. H 0.2652
8. H 0.2769

=====

It is b) that is most stable; the runner-up trails by 0.0066 hartree.